# 1
Below is the molecule C5H12O, with properties calculated with wB97M-V/def2-TZVPD.

Each line ends with the natural charge from an NBO analysis.
CARTESIAN COORDINATES (ANGSTROEM)
1 C -0.2462 -1.0489 -1.9410  -0.6449
2 C -0.6299 0.2783 -1.3491  -0.0557
3 C 0.0025 -0.0089 0.6111  0.0169
4 C -0.6907 0.8803 1.6038  -0.6843
5 C 1.1617 -0.7489 1.2160  -0.6646
6 O 0.6709 0.9729 -0.4252  -0.6669
7 H 0.8442 -1.1282 -2.0002  0.2242
8 H -0.6309 -1.1182 -2.9685  0.2113
9 H -0.6200 -1.8746 -1.3344  0.2260
10 H -1.6358 0.3316 -0.9400  0.2105
11 H -0.5170 1.0698 -2.1124  0.1559
12 H -1.1008 0.2800 2.4237  0.2297
13 H -1.5316 1.4385 1.1654  0.1958
14 H 0.0006 1.6217 2.0616  0.1689
15 H 0.7985 -1.4349 1.9913  0.2155
16 H 1.8968 -0.0642 1.6828  0.1780
17 H 1.6994 -1.3476 0.4705  0.2066
18 H 0.5283 1.9013 -0.1555  0.4772

Output
Energy (Eh): -272.75444
Max |F| (Eh/bohr): 0.01014
Energy above the lowest of the compared OMol25 structures with the same formula, charge and spin (kJ/mol): 509.9
Lowest unoccupied orbital energy (eV): 0.952
Gap between HOMO and LUMO (eV): 7.551



# 2
Below is the molecule C2H9FN3P in a non-equilibrium geometry, with properties calculated with wB97M-V/def2-TZVPD.

Each line ends with the natural charge from an NBO analysis.
CARTESIAN COORDINATES (ANGSTROEM)
1 C 1.0195 -1.5648 0.0309  -0.4069
2 N 0.5630 -0.2336 0.2511  -0.7787
3 C 1.4629 0.8792 0.0493  -0.4348
4 P -1.0343 0.0917 -0.2585  2.2271
5 N -1.2952 0.1526 -1.8193  -1.2582
6 N -1.4497 1.3177 0.8693  -1.1868
7 F -1.7292 -1.2709 0.5615  -0.6055
8 H 0.2208 -2.2030 -0.0800  0.2258
9 H 1.6285 -1.7186 -0.9527  0.1789
10 H 1.6402 -1.9842 0.8780  0.1947
11 H 2.4626 0.5597 0.4445  0.2164
12 H 1.4200 1.1450 -1.0932  0.1975
13 H 1.0106 1.8248 0.5451  0.2267
14 H -2.2777 0.2878 -1.9636  0.3735
15 H -1.2600 0.8486 1.7313  0.4048
16 H -2.3819 1.8680 0.8065  0.4253

Output
Structure (SMILES): CN(C)[P@](=N)(N)F
Energy (Eh): -687.11066
Max |F| (Eh/bohr): 0.07292
Energy above the lowest of the compared OMol25 structures with the same formula, charge and spin (kJ/mol): 88.2
Lowest unoccupied orbital energy (eV): 0.793
Gap between HOMO and LUMO (eV): 10.149



# 3
Below is the molecule C4H3Cl2N in a non-equilibrium geometry, with properties calculated with wB97M-V/def2-TZVPD.

Each line ends with the natural charge from an NBO analysis.
CARTESIAN COORDINATES (ANGSTROEM)
1 Cl 0.2068 2.0956 0.0538  0.0621
2 C -0.4526 0.5553 -0.0610  -0.1832
3 C -1.7794 0.2286 -0.1060  -0.0635
4 N -1.9952 -1.1095 -0.0456  -0.4804
5 C -0.7684 -1.6652 0.1686  -0.0891
6 C 0.2062 -0.6838 0.0488  -0.1091
7 Cl 1.9550 -0.8844 -0.0571  0.0081
8 H -2.6578 0.8583 -0.1744  0.2143
9 H -2.8285 -1.5883 -0.0693  0.4177
10 H -0.5319 -2.7034 0.3162  0.2231

Output
Structure (SMILES): Clc1c[nH]cc1Cl
Energy (Eh): -1129.34462
Max |F| (Eh/bohr): 0.07542
Energy above the lowest of the compared OMol25 structures with the same formula, charge and spin (kJ/mol): 36.9
Lowest unoccupied orbital energy (eV): 0.772
Gap between HOMO and LUMO (eV): 9.391



# 4
Below is a structure of composition C28H33N3P2Tc in a non-equilibrium geometry, with properties calculated with wB97M-V/def2-TZVPD.

Each line ends with the natural charge from an NBO analysis.
CARTESIAN COORDINATES (ANGSTROEM)
1 Tc -0.3760 -1.4040 -0.3402  0.7873
2 N 0.6341 1.0885 1.1117  -1.2570
3 P -0.9156 0.4225 1.2592  1.2009
4 C -1.1187 -0.2614 2.8975  -0.4735
5 C -2.1583 -1.1657 3.1339  -0.1554
6 C -2.3800 -1.6416 4.4165  -0.2118
7 C -1.5594 -1.2246 5.4578  -0.1601
8 C -0.5121 -0.3443 5.2217  -0.1874
9 C -0.2816 0.1364 3.9412  -0.1858
10 C -2.0577 1.7867 1.0379  -0.3403
11 C -1.7109 2.8561 0.2096  -0.2300
12 C -2.6150 3.8828 -0.0081  -0.1822
13 C -3.8695 3.8405 0.5847  -0.1557
14 C -4.2154 2.7820 1.4125  -0.1886
15 C -3.3166 1.7523 1.6393  -0.1920
16 P 1.3730 0.2633 -0.1735  1.2767
17 C 1.8687 1.4618 -1.3946  -0.3695
18 C 0.8913 2.0876 -2.1761  -0.2196
19 C 1.2611 3.0501 -3.0968  -0.1871
20 C 2.6054 3.3716 -3.2586  -0.1488
21 C 3.5782 2.7307 -2.5080  -0.1940
22 C 3.2172 1.7694 -1.5744  -0.1815
23 C 2.8342 -0.5654 0.4484  -0.4683
24 C 3.4287 -0.1871 1.6506  -0.1321
25 C 4.5753 -0.8393 2.0860  -0.2079
26 C 5.1205 -1.8646 1.3276  -0.1597
27 C 4.5237 -2.2531 0.1325  -0.1954
28 C 3.3791 -1.6074 -0.3082  -0.2161
29 H 0.8325 2.0565 1.3441  0.4479
30 H -2.7986 -1.4970 2.3224  0.2127
31 H -3.1931 -2.3286 4.6058  0.2413
32 H -1.7362 -1.5916 6.4598  0.2437
33 H 0.1225 -0.0265 6.0377  0.2412
34 H 0.5367 0.8217 3.7617  0.2236
35 H -0.7331 2.9103 -0.2471  0.2163
36 H -2.3360 4.7197 -0.6338  0.2359
37 H -4.5767 4.6388 0.4057  0.2417
38 H -5.1828 2.7642 1.8950  0.2412
39 H -3.5982 0.9422 2.2980  0.2259
40 H -0.1511 1.8050 -2.0832  0.2196
41 H 0.5086 3.5416 -3.6982  0.2372
42 H 2.8936 4.1195 -3.9851  0.2425
43 H 4.6222 2.9738 -2.6501  0.2428
44 H 3.9804 1.2772 -0.9863  0.2306
45 H 3.0071 0.6167 2.2404  0.2171
46 H 5.0445 -0.5423 3.0139  0.2424
47 H 6.0202 -2.3617 1.6642  0.2449
48 H 4.9533 -3.0533 -0.4544  0.2436
49 H 2.9274 -1.8987 -1.2518  0.2302
50 C -0.7454 -1.4232 -4.2175  -0.6021
51 C -1.6874 -1.9681 -3.1443  0.0868
52 C -3.0018 -1.1950 -3.1146  -0.6097
53 C -1.9315 -3.4624 -3.3378  -0.6091
54 N -1.0371 -1.7990 -1.8253  -0.3248
55 H -1.0916 -1.7646 -5.1925  0.2458
56 H 0.2714 -1.7874 -4.0708  0.2245
57 H -0.7330 -0.3332 -4.2147  0.2197
58 H -3.4501 -1.2414 -4.1068  0.2415
59 H -2.8336 -0.1487 -2.8582  0.2154
60 H -3.7007 -1.6256 -2.3980  0.2232
61 H -2.5192 -3.6058 -4.2439  0.2416
62 H -2.4901 -3.8809 -2.5006  0.2195
63 H -0.9929 -4.0055 -3.4468  0.2249
64 N 0.5277 -2.7225 1.1786  -1.0687
65 H 1.4970 -2.9412 0.9418  0.4295
66 H 0.0272 -3.6066 1.2552  0.4250
67 H 0.5443 -2.3001 2.1077  0.4297

Output
Charge: +2
Energy (Eh): -2014.03098
Spin multiplicity: 2
⟨S²⟩: 0.76
Max |F| (Eh/bohr): 0.03795
Energy above the lowest of the compared OMol25 structures with the same formula, charge and spin (kJ/mol): 93.9
Lowest unoccupied orbital energy (alpha / beta) (eV): -7.765 / -7.525
Gap between HOMO and LUMO (alpha / beta) (eV): 6.283 / 7.099